<one>
The following is a quantum chemistry calculation of 2 unconnected molecules or ions with the total composition C4H11NO3, from OMol25.

```
19
Properties=species:S:1:pos:R:3:lowdin_charge:R:1
C 0.2708 -1.7185 -2.1764 -0.04
N -0.1217 -1.0760 -0.9284 -0.16
C -1.2071 -0.2926 -0.7242 -0.24
O -1.3167 0.2935 0.3747 -0.03
C 0.9845 -0.8818 -0.0305 -0.15
C 1.9974 0.3031 -0.2841 -0.24
O 1.7767 1.1668 0.8010 -0.14
H 0.9438 -2.5386 -2.0329 0.08
H -0.6304 -2.2464 -2.4822 0.09
H 0.6369 -0.8632 -2.8545 0.13
H -2.0177 -0.5906 -1.4020 0.15
H 1.5585 -1.8703 0.0528 0.14
H 0.7415 -0.6725 1.0744 0.15
H 3.0791 0.3337 -0.2650 0.11
H 1.9832 0.8775 -1.2703 0.12
H 0.7934 1.4892 0.9758 0.15
O -2.1685 1.8269 2.5041 -0.09
H -3.0916 1.5645 2.7252 0.05
H -1.7511 1.2905 1.8301 -0.04
```

## Properties
M, Da: 121.1
SMILES string: CN(C=O)CCO.O
HOMO energy, eV: -9.7


<two>
The following is a quantum chemistry calculation of 2 unconnected molecules or ions with the total composition C4H11NO3, from OMol25.

```
19
Properties=species:S:1:pos:R:3:lowdin_charge:R:1
C -1.2997 -1.6624 -1.4705 -0.11
C -0.4108 -0.5331 -1.0689 -0.28
N 0.2367 -0.8152 0.2539 -0.09
C 0.8699 0.3822 0.8379 -0.14
C 1.4158 0.0927 2.2167 -0.49
O 2.5461 0.1004 2.5984 0.12
O 0.3957 -0.4321 2.9507 0.08
H -1.5651 -1.6622 -2.5411 0.07
H -2.2949 -1.6291 -0.9922 0.07
H -0.9836 -2.6800 -1.2313 0.07
H -0.8903 0.4410 -0.9689 0.08
H 0.4844 -0.3689 -1.6670 0.11
H -0.4406 -1.1816 0.9133 0.09
H 1.6762 0.6156 0.1238 0.13
H 0.1408 1.1883 0.6731 0.11
H 0.7564 -0.8767 3.7332 0.13
O -0.3716 2.6763 -1.2542 -0.04
H -0.7354 3.2391 -1.9448 0.05
H 0.4703 3.1056 -1.1621 0.03
```

## Properties
M, Da: 121.1
SMILES string: CCNCC(=O)O.O
HOMO energy, eV: -8.7


We find <two> to be the most stable, with the next structure 0.0590 hartree higher.


<one>
The following is a quantum chemistry calculation of C4H11NO3 in the gas phase, from OMol25.

```
19
Properties=species:S:1:pos:R:3:lowdin_charge:R:1
C -2.6128 -0.3250 0.6801 0.06
O -1.2493 0.5832 0.4900 -0.08
C -0.3741 0.0773 -0.4084 -0.71
O -0.2936 -1.3062 -0.3676 0.03
O -0.6255 0.4783 -1.7069 0.07
C 1.1342 0.7297 0.0388 -0.35
C 2.1996 0.1941 -0.8945 -0.06
N 1.4190 0.4617 1.4018 0.04
H -2.4461 -0.9303 1.5725 0.07
H -3.3505 0.4681 0.8151 0.08
H -2.9475 -0.9147 -0.1761 0.08
H -0.3681 -1.5588 0.5848 0.12
H -1.1285 -0.2161 -2.1517 0.11
H 0.9672 1.7985 -0.0962 0.14
H 3.1641 0.6239 -0.6282 0.08
H 2.2674 -0.8905 -0.8180 0.08
H 1.9579 0.4542 -1.9208 0.08
H 1.6062 -0.5195 1.5770 0.08
H 0.6806 0.7920 2.0083 0.08
```

## Properties
M, Da: 121.1
SMILES string: COC(O)(O)[C@H](C)N
HOMO energy, eV: -8.7


<two>
The following is a quantum chemistry calculation of 2 unconnected molecules or ions with the total composition C4H11NO3, from OMol25.

```
19
Properties=species:S:1:pos:R:3:lowdin_charge:R:1
C -1.3609 -0.4682 1.6371 -0.01
C -0.2388 0.2468 0.9544 -0.41
O 0.3137 1.2501 1.3455 0.04
C 0.8485 -0.8532 -0.0503 -0.33
C 1.0119 -1.1746 -1.5347 -0.06
O 2.1598 -0.6523 0.4282 -0.05
H -1.9312 0.2507 2.2286 0.10
H -0.9526 -1.2271 2.3076 0.10
H -2.0210 -0.9366 0.9078 0.09
H 0.4941 -1.7870 0.4074 0.12
H 1.4083 -0.3115 -2.0754 0.09
H 1.6912 -2.0185 -1.6827 0.09
H 0.0472 -1.4480 -1.9684 0.09
H 2.2547 0.1463 0.9704 0.09
N -0.9377 2.3297 -1.1083 0.00
O -1.2003 0.9555 -0.8000 -0.23
H -1.4449 2.8193 -0.3688 0.08
H 0.0530 2.4901 -0.9176 0.07
H -0.1951 0.3885 -0.6808 0.12
```

## Properties
M, Da: 121.1
SMILES string: CC(=O)[C@@H](C)O.NO
HOMO energy, eV: -9.1


<three>
The following is a quantum chemistry calculation of 2 unconnected molecules or ions with the total composition C4H11NO3, from OMol25.

```
19
Properties=species:S:1:pos:R:3:lowdin_charge:R:1
C -0.1608 0.3988 2.5778 -0.09
C -0.5136 0.5398 1.0861 -0.31
N 0.5856 0.1061 0.2624 -0.05
C 0.4957 0.0211 -1.1478 -0.17
C 1.8371 -0.3838 -1.7363 -0.51
O 2.4593 0.1436 -2.6077 0.11
O 2.3442 -1.4651 -1.0847 0.09
H -0.7749 1.1267 3.1051 0.07
H -0.3194 -0.6531 2.8090 0.07
H 0.8722 0.6214 2.8568 0.07
H -1.4760 -0.0050 0.9986 0.09
H -0.8880 1.5340 0.7953 0.11
H 1.0244 -0.6647 0.7459 0.11
H 0.1954 0.9376 -1.6529 0.13
H -0.1674 -0.7138 -1.6504 0.12
H 3.2034 -1.5815 -1.5030 0.12
O -2.5125 0.0648 -1.3843 -0.07
H -3.0613 -0.7428 -1.4331 0.06
H -3.1434 0.7158 -1.0368 0.05
```

## Properties
M, Da: 121.1
SMILES string: CCNCC(=O)O.O
HOMO energy, eV: -8.6


<four>
The following is a quantum chemistry calculation of 2 unconnected molecules or ions with the total composition C4H11NO3, from OMol25.

```
19
Properties=species:S:1:pos:R:3:lowdin_charge:R:1
O 0.7964 2.7609 1.5950 -0.03
C 1.6545 2.0274 2.1408 -0.36
N 2.1974 0.9634 1.5690 -0.02
C 1.8609 0.5527 0.2353 -0.20
C 0.7408 -0.4656 0.3587 -0.18
C -0.4076 -0.1644 -0.5639 -0.30
O -1.3876 -1.1549 -0.4829 -0.07
H 2.0145 2.1195 3.1941 0.13
H 2.8571 0.4389 2.1488 0.15
H 1.5104 1.4692 -0.2771 0.13
H 2.7930 0.2239 -0.2633 0.13
H 0.3545 -0.2945 1.3819 0.12
H 1.1853 -1.4791 0.3319 0.13
H -0.8600 0.8327 -0.4005 0.13
H 0.1125 -0.1420 -1.5408 0.12
H -1.9014 -1.3340 -1.2980 0.09
O -4.1671 -1.9350 -2.8191 -0.09
H -5.0609 -1.8328 -3.2176 0.05
H -4.2926 -2.5865 -2.0924 0.05
```

## Properties
M, Da: 121.1
SMILES string: O=CNCCCO.O
HOMO energy, eV: -9.7


We find <three> to be the most stable, with the next structure 0.0095 hartree higher.


<one>
The following is a quantum chemistry calculation of 2 unconnected molecules or ions with the total composition C4H11NO3, from OMol25.

```
19
Properties=species:S:1:pos:R:3:lowdin_charge:R:1
C -1.8947 0.6872 0.3986 -0.10
N -0.5455 0.1906 0.4240 -0.27
C -0.3615 -0.7863 1.4777 -0.10
C 0.5107 1.1770 0.3571 -0.12
C 1.5639 0.5879 -0.5472 -0.53
O 2.1527 -0.4315 -0.2944 0.09
O 1.6378 1.2054 -1.7213 0.11
H -2.0982 1.4396 1.1746 0.09
H -2.5968 -0.1253 0.5882 0.08
H -2.2187 1.0907 -0.5618 0.09
H -0.9076 -1.7161 1.3176 0.09
H 0.6670 -1.1306 1.5843 0.08
H -0.6393 -0.3397 2.4463 0.09
H 0.8757 1.5131 1.3397 0.14
H 0.1275 2.1069 -0.0644 0.12
H 2.1672 0.7397 -2.4143 0.16
O 0.4614 -2.1344 -2.2091 -0.07
H 0.6773 -2.8006 -1.5408 0.04
H 0.4211 -1.2736 -1.7548 0.00
```

## Properties
M, Da: 121.1
SMILES string: CN(C)CC(=O)O.O
HOMO energy, eV: -8.9


<two>
The following is a quantum chemistry calculation of 2 unconnected molecules or ions with the total composition C4H11NO3, from OMol25.

```
19
Properties=species:S:1:pos:R:3:lowdin_charge:R:1
N 1.2314 -1.8843 -0.6219 0.01
C 0.9311 -0.5246 -0.9562 -0.28
C -0.5903 -0.3513 -1.2230 -0.18
C -1.4095 -0.5171 0.0473 -0.12
C -1.5006 0.7197 0.9178 -0.51
O -0.6815 1.1455 1.6836 0.11
O -2.7462 1.2522 0.8191 0.09
H 1.3446 -2.1038 0.3412 0.06
H 1.8189 -2.3908 -1.2614 0.07
H 1.2226 0.2052 -0.1975 0.08
H 1.4811 -0.1822 -1.8355 0.11
H -0.8411 0.5988 -1.7011 0.12
H -0.8556 -1.1193 -1.9477 0.11
H -2.4282 -0.8223 -0.1816 0.12
H -1.0387 -1.2767 0.7402 0.12
H -2.9361 1.9790 1.4169 0.12
O 2.6379 1.9069 1.5185 -0.06
H 2.5660 1.0244 1.1637 0.00
H 1.7942 2.3409 1.2776 0.04
```

## Properties
M, Da: 121.1
SMILES string: NCCCC(=O)O.O
HOMO energy, eV: -9.3


We find <two> to be the most stable, with the next structure 0.0191 hartree higher.


<one>
The following is a quantum chemistry calculation of 13 unconnected molecules or ions with the total composition C3H31O13, from OMol25.

```
47
Properties=species:S:1:pos:R:3:lowdin_charge:R:1
C -21.6471 22.2851 3.0643 -0.03
C -20.6057 22.3825 4.2055 -0.51
C -21.0066 22.0719 5.6143 -0.05
O -19.5554 21.5393 3.7726 -0.35
H -21.2037 22.4135 2.0874 0.05
H -22.2382 23.1799 3.0224 0.07
H -22.3657 21.4554 3.2139 0.08
H -20.0758 23.3330 4.2170 0.10
H -21.2176 21.0238 5.6839 0.04
H -21.9483 22.5598 5.9395 0.11
H -20.1874 22.1293 6.3178 0.06
O -18.4944 19.9273 2.1287 -0.09
H -18.8875 20.6159 2.7413 -0.02
H -19.1685 19.3666 1.7448 -0.01
O -21.0290 18.7493 6.9270 -0.03
H -20.7599 19.1481 6.1280 -0.03
H -21.7780 19.3344 7.0833 0.06
O -23.9829 19.4964 1.8400 -0.09
H -23.1476 20.0005 1.9763 0.00
H -23.9813 19.3332 0.8768 0.03
O -21.1609 19.1625 3.9814 -0.03
H -20.7825 18.8914 3.1396 0.04
H -21.1372 20.1163 3.9553 -0.02
O -18.8812 24.5441 6.1429 -0.01
H -19.0409 25.0329 6.9251 0.03
H -19.6517 24.0115 5.9629 0.00
O -19.9931 20.2183 8.8205 -0.08
H -20.4571 19.7592 9.5468 0.05
H -20.2422 19.7624 7.9986 -0.02
O -18.5986 20.1819 5.7609 -0.04
H -18.3023 20.8387 6.3371 -0.05
H -19.0857 20.6286 5.0644 -0.04
O -19.4267 23.8029 1.4310 -0.01
H -20.0092 23.3457 2.0157 -0.03
H -18.7978 23.1217 1.2856 0.05
O -17.2758 22.6469 4.2990 -0.07
H -17.5656 23.3219 4.8916 -0.03
H -18.1544 22.2842 4.0477 -0.03
O -18.0652 25.6279 3.1052 -0.06
H -18.8929 25.9061 3.5287 0.03
H -18.3689 24.9694 2.5150 -0.05
O -17.9559 21.8930 7.7717 -0.01
H -18.7757 21.5910 8.1442 -0.01
H -18.0610 22.7956 7.6606 -0.01
O -21.3400 20.3255 0.3002 0.01
H -20.7649 20.8143 0.8115 -0.03
H -20.7104 19.9367 -0.2693 0.03
```

## Properties
Charge: -1
M, Da: 275.3
HOMO energy, eV: -5.8


<two>
The following is a quantum chemistry calculation of 13 unconnected molecules or ions with the total composition C3H31O13, from OMol25.

```
47
Properties=species:S:1:pos:R:3:lowdin_charge:R:1
C -0.2570 0.0439 2.6588 -0.04
C -0.0232 0.8027 1.2703 -0.50
C 0.9043 0.0647 0.3645 -0.08
O -1.3588 0.8502 0.7984 -0.38
H -0.9257 0.6129 3.3646 0.08
H 0.7490 0.0203 3.1358 0.05
H -0.5322 -1.0489 2.5700 0.07
H 0.3690 1.8330 1.3749 0.14
H 0.6067 -1.0061 0.3145 0.07
H 1.9529 0.2257 0.7121 0.10
H 0.9518 0.5713 -0.6914 0.11
O 1.8519 3.8813 -1.1421 -0.07
H 2.1586 3.0589 -1.5451 -0.02
H 0.9689 3.6284 -0.9907 -0.05
O 3.1959 -1.0840 -1.5082 -0.03
H 2.3709 -1.2774 -1.8891 -0.03
H 3.3098 -0.1576 -1.5771 -0.03
O 0.1821 -2.9581 -1.1146 -0.05
H -0.6869 -2.9514 -1.5435 0.05
H 0.0324 -3.0009 -0.1742 -0.04
O -3.7244 1.2312 -0.5061 -0.02
H -4.4061 0.9686 0.0798 0.02
H -3.0022 1.0609 0.0371 -0.07
O 1.0486 -0.6200 -3.4089 -0.05
H 0.6428 -0.5300 -4.2472 0.04
H 0.2280 -0.6115 -2.8829 0.01
O -1.2891 -0.1823 -2.0302 -0.06
H -1.6468 -0.8534 -1.4339 0.04
H -0.9968 0.3965 -1.3012 0.01
O 2.2821 -1.8357 2.0918 -0.04
H 2.0073 -1.2234 1.4102 -0.02
H 2.1535 -1.3642 2.8970 0.03
O -2.0986 -1.7389 1.0339 -0.08
H -1.4333 -2.4043 1.3027 -0.01
H -1.6385 -0.9120 1.0111 -0.06
O -1.0204 3.0951 -0.8080 -0.08
H -1.6834 3.1445 -1.5015 0.04
H -1.2275 2.3079 -0.2104 0.02
O -3.2453 1.8703 2.4158 -0.06
H -3.2510 1.3676 3.2240 0.01
H -2.6304 1.4496 1.8364 -0.05
O 2.6805 1.4874 -2.4290 -0.06
H 1.9875 0.9128 -2.7633 0.01
H 3.2720 1.3733 -3.1822 0.07
O 0.0212 -3.3557 1.6390 -0.05
H 0.3888 -4.2542 1.4113 0.12
H 0.7610 -2.8891 1.9270 -0.03
```

## Properties
Charge: -1
M, Da: 275.3
HOMO energy, eV: -5.6


We find <two> to be the most stable, with the next structure 0.0470 hartree higher.


<one>
The following is a quantum chemistry calculation of C4H7Br in the gas phase, from OMol25.

```
12
Properties=species:S:1:pos:R:3:lowdin_charge:R:1
C -0.6065 -0.6303 -0.9796 0.00
C -0.1372 0.4165 0.0366 -0.61
C 1.2892 0.2280 -0.5684 -0.50
C -0.2649 0.0018 1.4755 -0.12
Br 1.4587 1.4926 -1.9835 0.63
H -0.8999 -1.6998 -0.7398 0.08
H -0.8979 -0.2628 -2.0094 0.06
H -0.5496 1.3786 -0.1530 0.09
H 1.8234 -0.7384 -0.7554 0.06
H -1.3770 0.3399 1.7871 0.11
H 0.4957 0.5713 2.1407 0.10
H -0.3339 -1.0976 1.7492 0.08
```

## Properties
M, Da: 135.0
HOMO energy, eV: -8.1


<two>
The following is a quantum chemistry calculation of 2 unconnected molecules or ions with the total composition C4H7Br, from OMol25.

```
12
Properties=species:S:1:pos:R:3:lowdin_charge:R:1
C 1.3090 0.5466 0.1148 -0.61
C 0.1608 -0.0527 0.0091 -0.49
C -1.1370 0.6953 -0.0405 -0.08
C 0.0442 -1.5611 -0.0803 -0.07
Br 3.0835 0.2147 0.2209 0.72
H 0.9130 3.3170 0.2525 0.10
H -1.7868 0.3586 0.7645 0.08
H -0.9575 1.7632 0.0578 0.04
H -1.6412 0.4991 -0.9850 0.08
H -0.6499 -1.9120 0.6825 0.08
H 1.0102 -2.0413 0.0644 0.06
H -0.3484 -1.8273 -1.0608 0.08
```

## Properties
M, Da: 135.0
HOMO energy (spin up / spin down), eV: -9.1 / -8.4


We find <one> to be the most stable, with the next structure 0.0628 hartree higher.


<one>
The following is a quantum chemistry calculation of 6 unconnected molecules or ions with the total composition ClH10O5, from OMol25.

```
16
Properties=species:S:1:pos:R:3:lowdin_charge:R:1
Cl -0.2639 -0.3338 0.9167 0.14
O -2.9699 0.2352 -0.3503 -0.15
H -2.1789 -0.0648 0.1877 -0.11
H -2.7559 -0.0328 -1.2403 0.00
O 2.7061 0.4312 0.5677 -0.11
H 1.7901 0.2622 0.8387 -0.11
H 2.6341 0.4972 -0.3713 -0.01
O 1.0381 -2.5398 -0.8053 -0.15
H 0.6711 -1.9508 -0.0803 -0.08
H 1.8541 -2.1278 -1.1223 0.02
O -0.9589 2.5392 2.2867 -0.08
H -0.6349 1.6962 1.9687 -0.09
H -1.8749 2.4912 2.4457 -0.01
O 0.3511 -0.0398 -1.9873 -0.11
H 0.4921 -0.9538 -2.1863 -0.01
H 0.1001 -0.1088 -1.0683 -0.15
```

## Properties
Charge: -1
M, Da: 125.5
HOMO energy, eV: -6.5


<two>
The following is a quantum chemistry calculation of 6 unconnected molecules or ions with the total composition ClH10O5, from OMol25.

```
16
Properties=species:S:1:pos:R:3:lowdin_charge:R:1
Cl 20.7504 -29.9564 0.8860 -0.07
O 20.5192 -28.1934 -1.9311 -0.10
H 20.6406 -28.5632 -1.0433 -0.10
H 20.8376 -27.2906 -1.8630 0.01
O 23.4536 -29.4472 -1.0167 -0.10
H 23.6641 -28.5137 -0.9500 0.02
H 22.9083 -29.6265 -0.2388 -0.07
O 20.5242 -26.7363 1.3028 -0.10
H 20.4544 -27.5955 0.8599 -0.09
H 20.2071 -26.1019 0.6556 0.01
O 17.9221 -29.0813 2.1616 -0.12
H 17.3303 -28.7347 1.4908 0.01
H 18.7062 -29.3694 1.6677 -0.12
O 22.9382 -32.0066 2.3738 -0.11
H 22.2766 -31.5178 1.8653 -0.10
H 22.6201 -32.9116 2.3719 0.01
```

## Properties
Charge: -1
M, Da: 125.5
HOMO energy, eV: -5.8


We find <one> to be the most stable, with the next structure 0.0100 hartree higher.